Molecular formula: C25H30BN3O4S
Method: DFT, ωB97M-V/def2-TZVPD

CARTESIAN COORDINATES (ANGSTROEM)
C (-1.9733, -1.1823, 2.0667)
C (-2.7878, -1.0495, 0.7647)
B (-2.3280, 0.2275, -0.0475)
O (-1.0535, 0.6985, 0.0247)
O (-3.2993, 0.8380, -0.8716)
S (-2.8511, 1.9699, -1.9934)
O (-2.3338, 3.0959, -1.2638)
O (-1.5252, 1.2831, -2.6339)
C (-1.8230, 0.2044, -3.5490)
C (-1.4706, -1.1132, -2.9155)
C (-0.1733, -1.2805, -2.4317)
C (0.2019, -2.4587, -1.8050)
C (-0.7430, -3.4695, -1.6739)
C (-2.0388, -3.3271, -2.1566)
C (-3.0654, -4.4166, -2.0006)
C (-2.4006, -2.1326, -2.7779)
H (-1.2435, -1.9811, 1.9951)
H (-1.5095, -0.2489, 2.3542)
H (-2.6399, -1.4588, 2.8812)
H (-2.6243, -1.9049, 0.1139)
H (-3.8468, -0.9379, 0.9887)
H (-0.7171, 0.7704, 0.9256)
H (-2.8661, 0.2247, -3.8624)
H (-1.1974, 0.3807, -4.4172)
H (0.5416, -0.4796, -2.5339)
H (1.2078, -2.5499, -1.4286)
H (-0.4787, -4.3891, -1.1686)
H (-3.0489, -5.0812, -2.8599)
H (-2.8712, -5.0067, -1.1099)
H (-4.0534, -3.9860, -1.8790)
H (-3.4035, -1.9892, -3.1543)
N (0.5082, 0.9919, 3.0541)
C (1.6676, 0.4324, 3.3992)
C (2.8091, 1.1610, 3.6900)
C (2.7465, 2.5450, 3.6059)
C (1.5512, 3.1398, 3.2381)
C (0.4631, 2.3220, 2.9810)
H (1.6726, -0.6514, 3.4437)
H (3.7240, 0.6568, 3.9692)
H (3.6196, 3.1491, 3.8176)
H (1.4623, 4.2086, 3.1506)
H (-0.4910, 2.7437, 2.6919)
N (3.9050, -3.9062, -0.8110)
C (4.4249, -5.1276, -0.7080)
C (5.4425, -5.6049, -1.5202)
C (5.9494, -4.7670, -2.4991)
C (5.4207, -3.4928, -2.6231)
C (4.4060, -3.1137, -1.7581)
H (3.9993, -5.7529, 0.0693)
H (5.8256, -6.6071, -1.3866)
H (6.7434, -5.1009, -3.1547)
H (5.7855, -2.8055, -3.3738)
H (3.9663, -2.1240, -1.8204)
N (-0.4198, 5.0998, 1.7279)
C (-0.4948, 6.0227, 2.6883)
C (-1.4605, 7.0152, 2.7314)
C (-2.4066, 7.0553, 1.7197)
C (-2.3473, 6.1059, 0.7138)
C (-1.3399, 5.1541, 0.7627)
H (0.2607, 5.9610, 3.4653)
H (-1.4709, 7.7355, 3.5380)
H (-3.1785, 7.8144, 1.7172)
H (-3.0648, 6.0979, -0.0947)
H (-1.2638, 4.3921, -0.0058)

Cartesian forces (eV/Å) of the 2 atoms listed first:
C -0.824 -0.451 -0.032
C 0.292 1.093 0.243

**E_HOMO**: -8.99 eV
**LUMO energy**: 0.7 eV
**2S+1**: 1


Molecular formula: C25H30Cl2GeN6O4SeSn
Method: DFT, ωB97M-V/def2-TZVPD

CARTESIAN COORDINATES (ANGSTROEM)
Sn (-0.2216, -0.1606, -0.4444)
Cl (1.9082, 3.7961, 5.0995)
C (1.6685, 2.4635, 4.0910)
C (0.7570, 2.5574, 3.0912)
C (0.5378, 1.4517, 2.2197)
N (-0.3687, 1.3733, 1.2773)
C (-1.2547, 2.4479, 1.0027)
O (-1.1044, 3.5965, 1.3160)
C (-2.4766, 2.0109, 0.2441)
C (-3.5942, 2.8211, 0.2054)
C (-4.7051, 2.3658, -0.4912)
C (-4.6493, 1.1388, -1.1327)
C (-3.4792, 0.4010, -1.0595)
N (-2.4198, 0.8256, -0.3725)
C (1.3613, 0.2087, 2.4438)
C (2.3037, 0.1740, 3.5459)
C (2.4565, 1.2447, 4.3337)
Cl (3.5669, 1.2061, 5.6216)
N (1.1064, -0.7412, 1.6268)
C (1.6049, -2.0786, 1.8048)
O (2.6738, -2.3744, 2.2514)
C (0.5807, -3.0897, 1.3913)
C (0.8114, -4.4249, 1.6719)
C (-0.1633, -5.3431, 1.3111)
C (-1.3108, -4.8894, 0.6857)
C (-1.4527, -3.5279, 0.4495)
N (-0.5349, -2.6332, 0.8045)
H (0.2069, 3.4720, 2.9597)
H (-3.5802, 3.7732, 0.7161)
H (-5.6051, 2.9645, -0.5333)
H (-5.4941, 0.7521, -1.6846)
H (-3.3867, -0.5559, -1.5599)
H (2.8920, -0.7125, 3.7154)
H (1.7288, -4.7200, 2.1602)
H (-0.0279, -6.3958, 1.5187)
H (-2.0926, -5.5725, 0.3849)
H (-2.3424, -3.1475, -0.0380)
C (1.2777, 4.5723, -1.1751)
O (0.6272, 3.9691, -2.3185)
C (0.3184, 2.6923, -2.2194)
O (0.5111, 2.0254, -1.1991)
N (-0.2121, 2.2236, -3.3596)
N (-0.6815, 0.9097, -3.4223)
H (1.4064, 5.6137, -1.4454)
H (2.2434, 4.0977, -1.0175)
H (0.6464, 4.4741, -0.2940)
H (-0.2806, 2.8521, -4.1480)
H (-0.1030, 0.3654, -4.0548)
H (-1.6344, 0.9112, -3.7689)
C (7.2936, 1.4985, -1.1253)
Ge (5.5338, 1.0335, -1.7771)
C (5.6145, -0.1726, -3.2919)
C (4.4239, 2.5842, -2.1661)
C (4.5874, 0.1454, -0.2747)
Se (3.0163, -0.8316, -0.8420)
C (3.7504, -2.6209, -0.9339)
H (7.8621, 2.0030, -1.9070)
H (7.8383, 0.6012, -0.8337)
H (7.2290, 2.1669, -0.2669)
H (5.9347, 0.3740, -4.1797)
H (4.6406, -0.6147, -3.5011)
H (6.3377, -0.9691, -3.1146)
H (4.6663, 3.0084, -3.1405)
H (4.5752, 3.3572, -1.4108)
H (3.3694, 2.2954, -2.1706)
H (4.2331, 0.9251, 0.4042)
H (5.2302, -0.5282, 0.2916)
H (4.5731, -2.6199, -1.6439)
H (2.9649, -3.2864, -1.2842)
H (4.0895, -2.9191, 0.0556)

Cartesian forces (eV/Å) of the 2 atoms listed first:
Sn 0.112 -0.388 -0.189
Cl 0.035 0.027 0.069

**E_HOMO**: -12.86 eV
**LUMO energy**: -8.0 eV
**2S+1**: 1
**Net charge**: +2


Molecular formula: C25H30F3FeN6OS
Method: DFT, ωB97M-V/def2-TZVPD

CARTESIAN COORDINATES (ANGSTROEM)
Fe (1.2384, 0.7146, 0.5971)
C (0.6400, -2.7844, 0.2864)
N (1.4089, -1.9604, 1.1861)
C (0.8163, -1.9699, 2.5296)
C (-0.4791, -1.2268, 2.4943)
C (-1.6460, -1.7559, 2.9817)
C (-2.8271, -0.9838, 3.0138)
C (-2.6880, 0.3754, 2.5921)
C (-1.5010, 0.8201, 2.0873)
N (-0.3801, 0.0415, 1.9531)
C (2.8228, -2.2506, 1.1409)
C (3.6263, -1.2242, 1.9006)
C (4.8803, -1.5299, 2.4120)
C (5.5773, -0.5528, 3.1027)
C (4.9926, 0.6925, 3.2684)
C (3.7408, 0.9150, 2.7163)
N (3.0746, -0.0224, 2.0476)
C (0.4910, -2.1948, -1.0905)
C (-0.0364, -2.9727, -2.1211)
C (-0.2226, -2.4056, -3.3642)
C (0.1403, -1.0769, -3.5428)
C (0.6571, -0.3831, -2.4660)
N (0.8244, -0.9238, -1.2538)
H (-0.3670, -2.8858, 0.7050)
H (1.0569, -3.8020, 0.2047)
H (1.5087, -1.4590, 3.2004)
H (0.6710, -2.9969, 2.9018)
H (-1.6350, -2.7693, 3.3742)
H (-3.7552, -1.3742, 3.4085)
H (-3.5188, 1.0689, 2.6681)
H (-1.3753, 1.8475, 1.7685)
H (3.1402, -2.2203, 0.0936)
H (3.0563, -3.2581, 1.5304)
H (5.2960, -2.5201, 2.2699)
H (6.5594, -0.7622, 3.5090)
H (5.4962, 1.4837, 3.8069)
H (3.2359, 1.8741, 2.7756)
H (-0.2984, -4.0063, -1.9291)
H (-0.6377, -2.9855, -4.1795)
H (0.0218, -0.5832, -4.4979)
H (0.9473, 0.6520, -2.5632)
C (-0.8699, 3.7166, -1.5738)
N (-1.9423, 2.7891, -1.8893)
C (-3.1280, 3.3628, -2.4863)
C (-3.9705, 2.2925, -3.1496)
C (-4.2338, 1.1911, -2.1421)
N (-2.9848, 0.7018, -1.6079)
C (-3.0117, -0.6158, -0.9979)
C (-1.8930, 1.5157, -1.3834)
O (-0.9145, 1.0858, -0.7944)
H (-0.4029, 4.0806, -2.4942)
H (-0.1262, 3.2319, -0.9439)
H (-1.2654, 4.5712, -1.0168)
H (-2.8071, 4.1091, -3.2179)
H (-3.7244, 3.8912, -1.7281)
H (-3.4286, 1.8776, -4.0030)
H (-4.9101, 2.7178, -3.5067)
H (-4.7502, 0.3516, -2.6149)
H (-4.8888, 1.5622, -1.3397)
H (-3.2283, -1.3710, -1.7610)
H (-3.7667, -0.6726, -0.2104)
H (-2.0463, -0.8174, -0.5433)
F (2.5179, 1.9096, -1.7344)
C (2.7812, 1.2244, -0.5674)
F (3.3885, 0.0419, -1.0338)
F (3.8437, 1.8892, -0.0395)
S (1.2090, 2.7189, 1.2614)

Cartesian forces (eV/Å) of the 2 atoms listed first:
Fe -0.562 -0.398 0.984
C 0.024 0.019 -0.018

**E_HOMO (alpha / beta)**: -0.87 / -3.63 eV
**Relative energy (zero: lowest compared OMol25 entry of this formula, charge and spin)**: 73.51 kJ/mol
**LUMO energy (alpha / beta)**: 2.7 / 2.6 eV
**2S+1**: 5
**Net charge**: -1


Molecular formula: C25H30F5IrN2O3P
Method: DFT, ωB97M-V/def2-TZVPD

CARTESIAN COORDINATES (ANGSTROEM)
Ir (0.1237, -0.4182, 0.2125)
O (6.5926, 0.0528, 2.7687)
C (6.3993, 0.2744, 1.3943)
C (4.9375, 0.1383, 1.0901)
C (4.4817, 0.0122, -0.2183)
C (3.1309, -0.1313, -0.4422)
N (2.2377, -0.1502, 0.5516)
C (2.6592, -0.0112, 1.8228)
C (4.0019, 0.1283, 2.1174)
C (1.5968, -0.0013, 2.8338)
C (1.8173, 0.2079, 4.1816)
C (0.7481, 0.1934, 5.0714)
C (0.9927, 0.3606, 6.5516)
O (2.3234, 0.6991, 6.8395)
C (-0.5281, -0.0360, 4.5595)
C (-0.6773, -0.2593, 3.2095)
N (0.3622, -0.2428, 2.3640)
H (7.5328, 0.0699, 2.9742)
H (6.9586, -0.4374, 0.7780)
H (6.7170, 1.2832, 1.1002)
H (5.1661, 0.0251, -1.0560)
H (2.7390, -0.2384, -1.4440)
H (4.3570, 0.2255, 3.1318)
H (2.8093, 0.3764, 4.5729)
H (0.7911, -0.6086, 7.0186)
H (0.2761, 1.0729, 6.9681)
H (2.4026, 1.6371, 7.0380)
H (-1.4004, -0.0378, 5.1995)
H (-1.6505, -0.4663, 2.7823)
F (-0.8666, 2.0855, 0.4247)
C (0.0644, 1.6367, -0.4365)
F (-0.4285, 1.6820, -1.6702)
C (1.2462, 2.6396, -0.3866)
F (1.8671, 2.5928, 0.7984)
F (2.1241, 2.3595, -1.3512)
F (0.7832, 3.8585, -0.5660)
C (2.3580, -3.1014, -0.3253)
P (0.7578, -2.4691, -0.9062)
C (0.8982, -2.5612, -2.7046)
C (-0.4265, -3.6995, -0.3686)
C (-1.2337, -4.4017, -1.2601)
C (-2.0176, -5.4430, -0.7893)
C (-2.0181, -5.7667, 0.5612)
C (-1.2601, -5.0277, 1.4613)
C (-0.4724, -3.9883, 1.0007)
H (2.4597, -3.0055, 0.7552)
H (3.1708, -2.5591, -0.8066)
H (2.4152, -4.1552, -0.5977)
H (1.1780, -3.5787, -2.9791)
H (1.6743, -1.8732, -3.0401)
H (-0.0367, -2.2836, -3.1895)
H (-1.2438, -4.1645, -2.3157)
H (-2.6215, -6.0127, -1.4823)
H (-2.6148, -6.5960, 0.9162)
H (-1.2747, -5.2661, 2.5160)
H (0.1223, -3.4050, 1.6979)
C (-3.6091, 0.8233, -0.8806)
C (-2.6741, -0.2780, -1.3785)
C (-3.4471, -1.5299, -1.7701)
O (-1.6769, -0.6047, -0.4250)
H (-4.4523, 0.9116, -1.5620)
H (-3.1010, 1.7818, -0.8241)
H (-3.9781, 0.5691, 0.1149)
H (-2.1874, 0.1000, -2.2847)
H (-4.0387, -1.8911, -0.9271)
H (-2.7660, -2.3256, -2.0758)
H (-4.1137, -1.2935, -2.5970)

Cartesian forces (eV/Å) of the 2 atoms listed first:
Ir 0.257 0.665 -0.415
O -0.049 -0.026 0.007

**E_HOMO (alpha / beta)**: -14.52 / -14.76 eV
**Relative energy (zero: lowest compared OMol25 entry of this formula, charge and spin)**: 188.95 kJ/mol
**LUMO energy (alpha / beta)**: -8.1 / -8.0 eV
**2S+1**: 2
**Net charge**: +2